Computed, not measured: 16 unconnected molecules or ions with the total composition C4H40O15, with wB97M-V/def2-TZVPD.

Values from the calculation:
**HOMO energy**: -10.4 eV
**Energy above the lowest of the compared OMol25 structures with the same formula, charge and spin**: 37.8 kcal per mole
**Total energy**: -35509.7052 eV
**Kohn-Sham gap**: 10.44 eV

Geometry (Å):
C -0.1885 -2.6719 -3.0289
C -0.8067 -2.3198 -1.6662
C -2.2892 -2.6096 -1.7191
C -0.1679 -3.3584 -0.6410
H 0.8617 -2.9577 -2.9275
H -0.6310 -3.5811 -3.4656
H -0.2369 -1.9556 -3.8549
H -0.4989 -1.3823 -1.2089
H -2.7356 -3.3400 -2.4008
H -2.7465 -1.6671 -2.0644
H -2.7215 -2.7876 -0.7242
H 0.8779 -3.5775 -0.8209
H -0.2247 -2.8742 0.3368
H -0.6709 -4.3321 -0.7144
H 2.7772 0.5655 0.0907
H 3.0558 1.5256 1.4274
O 3.0948 0.6511 1.0141
H 2.5376 0.2884 -2.3175
H 1.3337 0.3748 -1.4204
O 2.2368 0.7188 -1.4859
H 2.9317 -2.4694 0.7245
H 2.4345 -3.7657 1.4524
O 3.0187 -3.0003 1.5183
H 1.9004 2.9623 -1.6645
H 2.5687 4.2967 -0.9182
O 2.4238 3.7660 -1.7206
H -3.7861 -0.5882 0.5037
H -2.6077 -0.0952 -0.1808
O -3.5536 0.0698 -0.1784
H 1.9852 2.9250 2.7421
H 1.9730 3.4343 1.2949
O 2.5673 3.2204 2.0216
H -0.5633 1.0981 0.8060
H -0.0128 2.2343 -0.0652
O -0.4223 1.3563 -0.1163
H -2.8014 -0.9278 2.9754
H -3.5576 0.2468 2.1975
O -3.5841 -0.6870 2.4726
H -3.0632 2.8118 -2.8906
H -2.0382 2.8776 -1.7722
O -2.4024 3.3967 -2.4978
H 2.0749 1.2945 -4.2717
H 1.8263 -0.2863 -4.8060
O 1.8368 0.3736 -4.1138
H 0.7941 4.6981 -0.7870
H 0.2764 5.0878 0.5762
O 0.4106 4.3290 0.0212
H -2.1286 2.6878 4.0498
H -1.5460 1.4143 3.2063
O -2.2798 1.7992 3.7036
H -1.4365 -2.3787 1.4327
H -0.5234 -2.1700 2.6461
O -1.1154 -1.6810 2.0361
H 1.0153 0.9510 2.5600
H -0.1330 -0.0340 2.4869
O 0.0516 0.9350 2.5707
H 1.5081 -1.2676 3.9419
H 1.8973 -2.0511 2.5565
O 1.2035 -1.5735 3.0777

Results of the Mulliken charge analysis, in e, for atoms 1 through 5:
1 C -1.5744
2 C 1.8964
3 C -1.4010
4 C -1.0607
5 H 0.3847